# 1
ORCA calculation (ωB97M-V with the def2-TZVPD basis set) on a 2-piece molecular cluster, CH4NO overall at a distorted geometry.

Geometry as ORCA input:
```
! wB97M-V def2-TZVPD RIJCOSX def2/J DEFGRID3
* xyz -1 1
O -0.343 1.135 -1.447
H -0.960 0.566 -1.784
C 0.016 -0.513 0.385
N 0.569 -0.556 1.551
H -0.885 -1.119 0.215
H 0.202 0.574 -0.651
H 1.401 -0.087 1.731
*
```

The HOMO energy is -1.38 eV. The calculation puts the calculated total energy at -170.41785 a.u. For the energy above the lowest of the compared OMol25 structures with the same formula, charge and spin, the calculation gives 163.3 kJ/mol.

Charges per atom according to Mulliken partitioning, unit e:
1. O -0.891
2. H 0.277
3. C -0.267
4. N -0.731
5. H 0.046
6. H 0.358
7. H 0.208

=====

# 2
ORCA calculation (ωB97M-V with the def2-TZVPD basis set) on an isolated ion of composition C7H6N3O5 and charge -1 at a distorted geometry.

Geometry as ORCA input:
```
! wB97M-V def2-TZVPD RIJCOSX def2/J DEFGRID3
* xyz -1 1
O 0.535 0.151 -4.301
N 0.673 0.553 -3.120
C 0.794 -0.277 -2.106
N 0.790 -1.650 -1.951
O 0.546 -2.086 -0.822
O 1.063 -2.332 -2.954
N 0.983 0.519 -0.698
O 2.209 0.525 -0.349
O 0.501 1.947 -0.936
C 0.118 0.263 0.483
C 0.673 0.389 1.767
C -0.211 0.148 2.785
C -1.536 -0.225 2.527
C -2.017 -0.358 1.239
C -1.191 -0.056 0.216
H 1.300 2.464 -0.913
H 1.687 0.760 1.889
H 0.084 0.288 3.829
H -2.350 -0.356 3.220
H -3.122 -0.625 1.073
H -1.529 -0.043 -0.878
*
```

The HOMO energy is -4.27 eV. The calculation puts the calculated total energy at -810.54627 a.u. Its SMILES is O=NC(=[N+]([O-])[O-])[N@@+]([O-])(O)c1ccccc1. For the energy above the lowest of the compared OMol25 structures with the same formula, charge and spin, the calculation gives 0.0 kJ/mol.

Charges per atom according to Mulliken partitioning, unit e:
1. O -0.597
2. N 0.017
3. C -0.176
4. N 0.966
5. O -0.597
6. O -0.633
7. N 1.247
8. O -0.899
9. O -0.504
10. C 0.386
11. C -0.735
12. C -0.499
13. C -0.434
14. C -0.492
15. C -0.002
16. H 0.346
17. H 0.442
18. H 0.323
19. H 0.335
20. H 0.240
21. H 0.266

=====

# 3
ORCA calculation (ωB97M-V with the def2-TZVPD basis set) on a 13-piece molecular cluster, C43H122N16O13 overall at a distorted geometry.

Geometry as ORCA input:
```
! wB97M-V def2-TZVPD RIJCOSX def2/J DEFGRID3
* xyz 0 1
C 4.895 -8.408 8.216
C 4.374 -7.146 7.520
C 3.925 -7.471 6.092
O 3.224 -6.371 5.537
C 3.232 -6.495 4.094
N 3.266 -6.779 8.298
H 5.882 -8.584 7.788
H 4.224 -9.263 8.132
H 5.012 -8.336 9.297
H 5.121 -6.375 7.333
H 3.123 -8.205 6.018
H 4.679 -7.774 5.366
H 2.376 -7.082 3.760
H 4.152 -6.849 3.630
H 3.114 -5.528 3.605
H 3.000 -5.878 7.928
H 3.651 -6.410 9.156
C -1.692 7.076 0.702
C -0.332 7.774 0.562
C 0.420 7.635 1.842
O -0.407 8.141 2.904
C 0.154 7.956 4.136
N 0.370 7.286 -0.607
H -1.485 6.041 0.975
H -2.331 7.273 -0.159
H -2.243 7.605 1.480
H -0.466 8.853 0.484
H 1.277 8.306 1.895
H 0.654 6.585 2.021
H 1.243 7.951 4.192
H -0.143 6.951 4.436
H -0.298 8.743 4.739
H 0.381 6.281 -0.507
H 1.339 7.571 -0.585
C 6.173 12.615 -3.552
C 5.396 11.312 -3.270
C 6.203 10.375 -2.315
O 5.675 9.091 -2.322
C 6.503 8.183 -1.568
N 4.213 11.728 -2.452
H 5.745 13.293 -4.290
H 7.175 12.462 -3.953
H 6.370 13.290 -2.719
H 4.996 10.769 -4.125
H 6.444 10.717 -1.308
H 7.187 10.358 -2.784
H 6.556 8.663 -0.591
H 7.446 7.963 -2.069
H 5.893 7.299 -1.384
H 3.754 12.578 -2.748
H 3.526 10.988 -2.450
C -5.692 -2.873 -6.673
C -5.757 -4.045 -7.591
C -4.438 -4.430 -8.260
O -4.433 -4.748 -9.632
C -4.977 -3.781 -10.632
N -6.382 -5.180 -7.013
H -5.112 -2.085 -7.153
H -5.080 -3.082 -5.796
H -6.665 -2.383 -6.632
H -6.316 -3.753 -8.480
H -4.178 -5.337 -7.714
H -3.537 -3.921 -7.918
H -4.665 -2.773 -10.358
H -6.054 -3.859 -10.777
H -4.425 -3.958 -11.556
H -5.693 -5.591 -6.400
H -6.641 -5.902 -7.670
C 8.364 -3.418 0.231
C 9.139 -2.180 -0.048
C 8.287 -0.930 -0.214
O 7.350 -0.981 -1.334
C 7.993 -1.102 -2.606
N 10.104 -1.939 0.987
H 7.568 -3.585 -0.495
H 7.987 -3.646 1.228
H 9.094 -4.202 0.032
H 9.707 -2.326 -0.967
H 8.908 -0.039 -0.304
H 7.832 -0.767 0.763
H 8.789 -0.369 -2.743
H 7.270 -0.964 -3.410
H 8.299 -2.132 -2.787
H 9.498 -1.731 1.768
H 10.611 -1.066 1.001
C -8.112 6.089 4.228
C -8.239 5.330 5.565
C -6.922 5.315 6.496
O -7.081 4.437 7.643
C -6.782 3.022 7.418
N -9.306 5.909 6.339
H -8.955 6.443 3.635
H -7.490 5.457 3.593
H -7.389 6.902 4.290
H -8.708 4.373 5.337
H -6.840 6.331 6.882
H -6.134 5.039 5.795
H -5.718 2.846 7.262
H -7.370 2.589 6.610
H -7.158 2.514 8.306
H -9.205 5.645 7.309
H -9.002 6.871 6.390
C 0.250 -0.884 -1.950
C 0.121 0.442 -1.179
C 0.089 0.263 0.399
O -1.030 -0.361 0.943
C -1.112 -0.346 2.402
N 1.206 1.300 -1.611
H -0.625 -1.516 -1.795
H 1.165 -1.459 -1.806
H 0.138 -0.744 -3.025
H -0.907 0.760 -1.356
H 0.221 1.233 0.877
H 0.879 -0.333 0.855
H -0.204 -0.713 2.881
H -1.874 -1.052 2.733
H -1.273 0.647 2.823
H 2.100 0.831 -1.587
H 1.044 1.530 -2.581
C 6.876 -6.062 -10.741
C 7.516 -5.873 -9.380
C 6.856 -6.345 -8.081
O 5.612 -5.633 -7.931
C 4.783 -6.064 -6.785
N 8.778 -6.594 -9.544
H 7.520 -5.830 -11.589
H 6.076 -5.372 -11.010
H 6.654 -7.118 -10.893
H 7.752 -4.827 -9.183
H 7.506 -6.114 -7.237
H 6.706 -7.422 -8.167
H 3.840 -5.537 -6.930
H 5.355 -5.910 -5.870
H 4.628 -7.140 -6.858
H 9.291 -6.014 -10.193
H 8.606 -7.506 -9.944
C -10.585 -3.809 4.046
C -9.906 -2.454 4.257
C -10.325 -1.461 3.195
O -9.747 -1.656 1.887
C -8.492 -1.190 1.686
N -10.358 -1.941 5.540
H -10.292 -4.486 4.848
H -10.214 -4.253 3.122
H -11.668 -3.818 3.928
H -8.818 -2.511 4.226
H -10.285 -0.409 3.479
H -11.405 -1.583 3.105
H -7.767 -1.980 1.881
H -8.328 -0.312 2.310
H -8.271 -0.839 0.678
H -10.415 -2.755 6.136
H -11.297 -1.624 5.345
C -3.913 -7.713 5.649
C -2.899 -7.128 4.692
C -3.616 -6.794 3.368
O -2.777 -6.892 2.185
C -3.428 -6.351 1.056
N -2.199 -6.092 5.429
H -4.638 -8.415 5.237
H -4.462 -6.901 6.127
H -3.399 -8.347 6.371
H -2.216 -7.947 4.469
H -3.952 -5.765 3.497
H -4.481 -7.421 3.152
H -4.371 -6.831 0.795
H -2.851 -6.480 0.141
H -3.635 -5.288 1.186
H -1.370 -5.854 4.904
H -1.803 -6.508 6.259
C -1.513 4.589 -7.241
O -0.335 4.344 -7.155
N -2.229 5.227 -6.328
N -2.292 4.057 -8.144
H -3.216 5.305 -6.526
H -1.841 5.698 -5.523
H -1.813 3.593 -8.903
H -3.237 4.414 -8.148
C -2.261 -1.021 11.986
O -2.820 -1.978 12.427
N -1.695 -1.073 10.803
N -1.983 0.033 12.668
H -1.780 -1.844 10.156
H -1.058 -0.327 10.560
H -1.527 0.831 12.248
H -2.416 0.087 13.579
C 6.541 6.547 -7.646
O 6.348 6.116 -8.769
N 5.737 6.266 -6.687
N 7.416 7.443 -7.306
H 5.866 6.789 -5.833
H 4.823 5.960 -6.991
H 7.628 7.858 -6.409
H 8.004 7.857 -8.016
*
```

The HOMO energy is -8.99 eV. The calculation puts the calculated total energy at -3565.33206 a.u. For the energy above the lowest of the compared OMol25 structures with the same formula, charge and spin, the calculation gives 830.8 kJ/mol.

Here are the Mulliken charges for atoms 1 to 99, given in e:
1. C -1.330
2. C 0.530
3. C -0.802
4. O -0.318
5. C -0.795
6. N -0.759
7. H 0.346
8. H 0.363
9. H 0.357
10. H 0.268
11. H 0.310
12. H 0.394
13. H 0.293
14. H 0.335
15. H 0.275
16. H 0.257
17. H 0.276
18. C -1.287
19. C 0.249
20. C -0.644
21. O -0.316
22. C -0.778
23. N -0.659
24. H 0.328
25. H 0.362
26. H 0.327
27. H 0.303
28. H 0.401
29. H 0.323
30. H 0.329
31. H 0.297
32. H 0.236
33. H 0.286
34. H 0.243
35. C -1.508
36. C 0.557
37. C -0.740
38. O -0.318
39. C -0.757
40. N -0.682
41. H 0.390
42. H 0.378
43. H 0.408
44. H 0.230
45. H 0.392
46. H 0.339
47. H 0.360
48. H 0.263
49. H 0.269
50. H 0.206
51. H 0.209
52. C -1.371
53. C 0.562
54. C -0.673
55. O -0.377
56. C -0.728
57. N -0.713
58. H 0.377
59. H 0.342
60. H 0.321
61. H 0.151
62. H 0.289
63. H 0.388
64. H 0.314
65. H 0.275
66. H 0.286
67. H 0.290
68. H 0.267
69. C -1.293
70. C 0.587
71. C -0.922
72. O -0.333
73. C -0.719
74. N -0.800
75. H 0.316
76. H 0.333
77. H 0.341
78. H 0.294
79. H 0.414
80. H 0.398
81. H 0.315
82. H 0.245
83. H 0.258
84. H 0.295
85. H 0.271
86. C -1.456
87. C 0.484
88. C -0.632
89. O -0.339
90. C -0.658
91. N -0.762
92. H 0.376
93. H 0.381
94. H 0.350
95. H 0.209
96. H 0.374
97. H 0.310
98. H 0.270
99. H 0.283

=====

no.,molecular weight (Da)
1,46.049
2,212.141
3,1071.548